# C48H105N5O7

A 7-piece molecular cluster, C48H105N5O7 overall (ωB97M-V/def2-TZVPD, OMol25).

Summary:
molar mass = 864.4 g/mol
total charge = 0
HOMO = -0.3038 Eh
SMILES = CC1(C)CCCC(C)(C)N1O.CC1(C)CCCC(C)(C)N1O.CC1(C)CCCC(C)(C)N1O.CC1(C)CCCC(C)(C)N1O.CC1(C)CCCC(C)(C)N1O.CC(C)O.O
strongest force on any atom = 3.585 eV/A
ΔE to the lowest compared entry with this formula, charge and spin = 98.1 kJ/mol
calculated total energy = -2692.0835 Ha
gap between HOMO and LUMO = 8.445 eV

Last column: Mulliken charge in e.
Element x y z (Å)
C 0.72960 0.84644 0.35477  -0.57
C 0.09849 1.62915 1.52680  0.32
C -1.08327 2.56002 1.13663  -0.64
O -0.30943 0.56063 2.49934  -0.37
H 1.20233 1.54825 -0.35054  0.52
H -0.08856 0.23473 -0.09862  -0.30
H 1.45976 0.12965 0.66319  0.03
H 0.81449 2.24381 2.05101  0.64
H -0.69511 3.30098 0.38977  0.24
H -1.47864 3.17805 1.96380  0.35
H -1.93345 1.94941 0.72304  -0.51
H -0.41945 0.97433 3.37636  0.07
C 1.46449 7.52771 -1.34813  -1.93
C 0.63531 7.21483 -0.10292  1.71
C 1.26632 6.11652 0.77049  -1.24
C 0.62663 5.94014 2.12249  0.01
C 0.63256 7.26678 2.87452  -1.48
C -0.06617 8.40642 2.03375  1.72
N 0.53771 8.46414 0.71879  0.17
O -0.17987 9.43072 -0.08546  -0.49
C -1.55785 8.17890 2.12934  -1.52
C 0.34776 9.69846 2.62586  -2.14
C -0.68662 6.64995 -0.58058  -1.89
H 1.63944 6.53631 -1.79605  0.42
H 2.39600 7.97593 -1.00138  0.47
H 1.02408 8.12475 -2.13701  0.37
H 1.31590 5.20197 0.17417  0.39
H 2.32585 6.33732 0.89658  0.35
H 1.13678 5.14813 2.71250  0.33
H -0.36226 5.70799 1.96778  0.03
H 1.62702 7.61156 3.17794  0.36
H 0.00753 7.22678 3.74988  0.48
H -1.86853 8.40125 3.16438  0.45
H -2.06314 8.81180 1.37176  0.33
H -1.74407 7.11776 1.83620  0.27
H 0.32745 9.80773 3.72276  0.35
H 1.39411 9.84380 2.39076  0.52
H -0.24715 10.51115 2.18009  0.41
H -1.12347 5.95448 0.07346  0.35
H -0.37705 6.03988 -1.43408  0.52
H -1.34105 7.42408 -0.88137  0.33
H 0.57847 9.95481 -0.34990  0.35
C 2.87258 -1.20839 -3.03324  -1.56
C 2.95103 -2.74918 -2.75919  1.69
C 2.16923 -3.19684 -1.55650  0.09
C 1.96797 -4.68055 -1.40194  -0.21
C 1.27471 -5.23761 -2.67927  -1.36
C 2.03891 -4.83130 -3.99726  1.45
N 2.30698 -3.34998 -3.95458  1.11
O 3.01219 -2.92169 -5.11646  -0.68
C 3.25280 -5.70680 -4.25542  -1.83
C 1.12696 -5.06017 -5.21550  -1.40
C 4.48562 -3.04547 -2.59266  -1.94
H 1.86305 -0.88586 -3.34142  0.08
H 3.61469 -0.95629 -3.79240  0.45
H 3.16284 -0.72126 -2.12149  0.50
H 2.72840 -2.79426 -0.71404  -0.16
H 1.23171 -2.69363 -1.53465  -0.78
H 1.23790 -4.87261 -0.51954  0.14
H 2.89117 -5.22532 -1.17834  0.48
H 0.23508 -4.82622 -2.69723  0.24
H 1.14605 -6.35928 -2.64599  0.46
H 3.03775 -6.78555 -4.32566  0.42
H 3.79879 -5.31275 -5.12627  0.39
H 3.98324 -5.62849 -3.47125  0.33
H 0.44191 -4.17616 -5.25507  0.10
H 1.68702 -5.20377 -6.14825  0.33
H 0.48896 -5.91054 -4.98477  0.46
H 4.95707 -3.05655 -3.58001  0.40
H 4.73262 -4.00057 -2.15243  0.33
H 4.98281 -2.21850 -2.07842  0.45
H 2.30499 -2.66712 -5.67227  0.30
C 1.04697 -2.83012 7.01247  -2.03
C 1.76720 -2.14799 5.84522  1.70
C 3.16522 -1.63906 6.17233  -1.27
C 3.96134 -1.16625 5.00454  -0.33
C 4.00446 -2.28045 3.97503  -1.71
C 2.65579 -2.87032 3.54783  2.31
N 1.85634 -3.21386 4.79527  -0.01
O 0.57313 -3.72956 4.50860  -0.45
C 1.97798 -1.91691 2.55657  -2.20
C 2.83598 -4.18329 2.78464  -1.74
C 0.89082 -0.90821 5.50328  -1.53
H 0.88720 -2.13064 7.83966  0.40
H 1.60600 -3.69790 7.42765  0.39
H 0.10035 -3.13819 6.64725  0.39
H 3.07544 -0.86318 6.90560  0.50
H 3.74454 -2.46266 6.67003  0.29
H 4.93340 -0.77173 5.30504  0.44
H 3.51828 -0.28395 4.47276  0.14
H 4.50546 -3.15732 4.40119  0.47
H 4.61232 -2.00696 3.13207  0.40
H 2.55296 -1.89308 1.61539  0.44
H 0.98816 -2.24371 2.20087  0.52
H 1.99705 -0.89635 2.86217  0.49
H 3.45345 -4.94638 3.25441  0.44
H 1.88104 -4.69947 2.66010  0.30
H 3.37532 -3.95621 1.84169  0.33
H 1.16237 -0.47423 4.52822  0.04
H 1.05355 -0.18106 6.31649  0.46
H -0.17463 -1.13279 5.42173  0.47
H 0.11089 -2.95432 4.27611  0.17
C -1.03618 -0.99200 -2.47396  0.09
C -1.57797 -0.58068 -3.82932  1.51
C -1.91633 0.93923 -3.74071  -1.23
C -2.29070 1.51795 -5.05567  -0.69
C -1.06927 1.46343 -5.93652  -1.46
C -0.46289 0.05986 -6.08575  1.46
N -0.40507 -0.62010 -4.73965  0.35
O 0.01167 -1.99893 -5.04755  -0.04
C -1.23978 -0.76847 -7.07978  -1.48
C 0.96481 0.19795 -6.56953  -1.80
C -2.81929 -1.41155 -4.23061  -1.89
H -0.31230 -0.23882 -2.15071  0.10
H -0.50786 -1.94611 -2.62172  -0.64
H -1.77695 -1.26201 -1.67959  -0.09
H -2.72219 1.05645 -3.04568  0.41
H -1.05722 1.46567 -3.30483  0.44
H -2.48510 2.58424 -4.86672  0.39
H -3.17822 1.10512 -5.51193  0.35
H -0.26064 2.05239 -5.52010  0.45
H -1.14681 1.89099 -6.95510  0.41
H -1.18065 -0.42648 -8.09567  0.45
H -0.83339 -1.76944 -7.08127  0.25
H -2.30718 -0.82694 -6.84201  0.35
H 1.70341 0.48449 -5.87830  0.35
H 1.21133 -0.84558 -6.89355  0.26
H 1.04038 0.88310 -7.41326  0.44
H -2.49139 -2.44898 -4.21148  0.31
H -3.27298 -1.08160 -5.15488  0.40
H -3.68706 -1.28383 -3.57422  0.37
H 0.62525 -2.26466 -4.31209  -0.18
C -4.76873 0.17241 0.95896  -2.10
C -4.43089 -1.07416 1.68877  1.66
C -5.57400 -2.10894 1.67656  -1.12
C -5.08374 -3.51425 2.12668  -0.76
C -3.90837 -4.04682 1.33906  -1.00
C -2.73662 -3.05966 1.27422  2.06
N -3.25837 -1.73713 0.88891  0.06
O -2.20409 -0.78013 0.74279  1.36
C -2.05730 -3.09837 2.62905  -1.51
C -1.63977 -3.40981 0.16567  -2.36
C -3.99159 -0.64373 3.13425  -0.84
H -3.99994 0.95197 0.87708  0.12
H -5.66121 0.63958 1.45730  0.44
H -4.98413 -0.06769 -0.05312  0.44
H -6.38816 -1.76295 2.30146  0.36
H -5.99507 -2.13747 0.62149  0.33
H -5.94445 -4.13894 1.91176  0.44
H -5.01790 -3.35989 3.17875  0.38
H -4.24677 -4.23130 0.33902  0.46
H -3.58089 -5.03860 1.82035  0.24
H -1.35141 -2.30347 2.91861  -0.64
H -2.76535 -3.11061 3.44549  0.58
H -1.41538 -3.98627 2.69647  0.69
H -2.17402 -3.29477 -0.80775  0.36
H -0.84152 -2.68812 0.22307  0.06
H -1.27545 -4.37484 0.23310  0.92
H -4.80601 -0.04075 3.66024  0.54
H -3.14829 0.06021 3.01937  -0.44
H -3.79173 -1.50456 3.76443  0.27
H -1.74777 -0.53048 1.58353  -0.48
O -1.92506 2.32299 4.30044  -0.61
H -2.21255 2.16986 5.21634  0.30
H -2.65925 2.06335 3.77492  0.26



# C31H29F4N2OPPt

C31H29F4N2OPPt as an isolated structure (ωB97M-V/def2-TZVPD, OMol25).

Summary:
molar mass = 747.6 g/mol
total charge = 0
HOMO = -0.2534 Eh
strongest force on any atom = 0.359 eV/A
ΔE to the lowest compared entry with this formula, charge and spin = 0.0 kJ/mol
calculated total energy = -2243.5994 Ha
gap between HOMO and LUMO = 7.221 eV

Last column: Mulliken charge in e.
Element x y z (Å)
Pt 0.61115 -0.05732 0.63653  0.85
C 1.56043 -0.92332 -2.55269  -0.62
C 2.68464 -0.24252 -1.80097  -1.18
N 2.24722 0.74874 -0.79156  0.65
C 1.61738 1.93996 -1.41343  -0.01
C 2.48209 2.77606 -2.35254  -1.46
C 3.39030 1.11676 0.08690  -0.76
C 2.93650 1.27518 1.52505  -0.82
N 2.22762 0.06167 1.87110  0.33
C 2.59483 -0.72578 2.91594  -0.21
C 2.36115 -2.11286 2.88811  0.40
F 1.80426 -2.66756 1.79166  -0.38
C 2.68890 -2.94495 3.93254  0.28
F 2.42207 -4.25838 3.80922  -0.32
C 3.30058 -2.47935 5.08091  -0.62
C 3.54611 -1.12402 5.13030  0.16
F 4.11425 -0.59085 6.22667  -0.32
C 3.20027 -0.27325 4.09965  0.38
F 3.39827 1.05167 4.29328  -0.34
H 1.97346 -1.74328 -3.14182  0.49
H 1.04290 -0.25019 -3.23912  0.14
H 0.83431 -1.33695 -1.85378  -0.06
H 3.35967 0.23999 -2.51780  0.52
H 3.27125 -0.99023 -1.26966  0.51
H 1.24503 2.56571 -0.59948  0.19
H 0.74263 1.58704 -1.96163  -0.15
H 3.31804 3.25455 -1.84398  0.35
H 1.86376 3.56779 -2.77735  0.46
H 2.87713 2.19230 -3.18380  0.30
H 3.89463 2.01648 -0.27565  0.23
H 4.10947 0.29958 0.05349  0.56
H 2.28058 2.15371 1.60650  0.01
H 3.80195 1.47046 2.15649  0.68
H 3.56423 -3.13629 5.89494  0.49
O -0.36757 -0.57384 3.27718  -0.61
C -0.57856 -0.71848 2.09950  0.18
C -1.82229 -1.49666 1.68286  -0.17
C -2.46784 -2.35092 2.55998  -0.67
C -3.57235 -3.06794 2.12008  -0.65
C -4.03764 -2.90926 0.81901  -0.65
C -3.40603 -2.03181 -0.05242  -0.45
C -2.28768 -1.33442 0.38524  0.45
P -1.32821 -0.06409 -0.48378  1.08
C -2.28913 1.45424 -0.17259  0.33
C -3.59759 1.57232 -0.64295  -0.18
C -4.34587 2.70017 -0.35568  -0.77
C -3.79175 3.72349 0.40693  -0.52
C -2.49622 3.60969 0.88310  -0.85
C -1.74526 2.47545 0.59631  -0.22
C -1.56019 -0.34788 -2.26232  0.39
C -1.52009 -1.64895 -2.76103  -0.17
C -1.58296 -1.88122 -4.12596  -0.87
C -1.67005 -0.81261 -5.00811  -0.55
C -1.69815 0.48636 -4.52132  -0.79
C -1.64417 0.71907 -3.15386  -0.87
H -2.08762 -2.45166 3.56833  0.57
H -4.07142 -3.75607 2.78979  0.39
H -4.89917 -3.47163 0.48239  0.44
H -3.77998 -1.89968 -1.06068  0.43
H -4.03399 0.77670 -1.23613  0.33
H -5.36142 2.78185 -0.72042  0.42
H -4.37606 4.60621 0.63222  0.38
H -2.06660 4.39789 1.48742  0.44
H -0.73774 2.37021 0.98245  0.29
H -1.43185 -2.48606 -2.07838  0.47
H -1.55776 -2.89605 -4.50075  0.43
H -1.71450 -0.99257 -6.07436  0.42
H -1.76785 1.32179 -5.20577  0.42
H -1.67147 1.73582 -2.78030  0.43



# C23H45N3O19Zr

C23H45N3O19Zr as an isolated structure (ωB97M-V/def2-TZVPD, OMol25).

Summary:
molar mass = 758.8 g/mol
total charge = 0
HOMO = -0.2919 Eh
strongest force on any atom = 5.618 eV/A
calculated total energy = -2543.7048 Ha
gap between HOMO and LUMO = 1.164 eV

Last column: Mulliken charge in e.
Element x y z (Å)
Zr 2.58462 -2.02780 1.22502  1.83
N 2.05225 1.02343 1.50723  0.91
O 2.27886 2.04732 2.15431  -0.45
O 0.96790 0.82899 0.83587  -0.66
O 2.89651 -0.06282 1.61323  -0.77
N 3.92518 8.89644 -3.18115  0.51
O 2.01115 -2.77644 2.97920  -0.76
O 3.00254 8.55933 -3.97567  -0.39
O 4.39848 8.05091 -2.44426  -0.32
C 5.32815 -2.77064 -1.69208  -0.73
C 4.74468 -2.72124 -0.52927  0.19
C 5.38854 -2.50482 0.74106  1.04
O 4.55288 -2.24800 1.79344  -0.83
C 6.74766 -2.53269 0.74484  -0.40
C 7.55938 -2.77213 -0.40989  0.19
C 6.88654 -2.46092 -1.76164  0.34
O 7.38323 -1.81963 -2.65110  -0.49
O 8.65622 -3.36492 -0.40199  -0.50
O 3.43700 -2.69465 -0.42749  -0.40
H 4.87115 -2.68798 -2.61657  0.53
H 7.31901 -2.46024 1.75301  0.38
C -4.22315 -3.20046 4.05831  -1.56
C -4.78212 -2.05886 3.27444  1.67
C -4.78713 -0.69411 4.05051  -1.41
C -3.37211 -0.14814 4.26264  -0.41
C -2.81989 0.07022 2.90395  -1.40
C -2.76801 -1.22372 2.05791  1.94
N -4.11245 -1.78771 1.93858  0.12
O -4.07957 -3.06190 1.23074  -0.48
C -2.43136 -0.65374 0.67762  -1.20
C -1.65944 -2.09638 2.63168  -1.46
C -6.21494 -2.44208 3.06865  -2.00
H -4.25997 -4.10622 3.41860  0.43
H -4.79890 -3.29156 5.00509  0.38
H -3.13431 -3.11155 4.32287  0.23
H -5.42025 0.01029 3.50182  0.36
H -5.27705 -0.85826 5.00320  0.51
H -2.75592 -0.76143 4.99253  0.25
H -3.50329 0.81651 4.78905  0.39
H -1.79320 0.45679 2.95569  0.34
H -3.37919 0.89925 2.33724  0.40
H -3.32498 -0.24201 0.12106  0.38
H -1.79143 0.20137 0.83687  0.28
H -2.06071 -1.37223 -0.07314  -0.07
H -1.62858 -2.04958 3.70339  0.33
H -1.80624 -3.15299 2.38804  0.45
H -0.68397 -1.68858 2.30222  -0.13
H -6.25223 -3.53076 2.82060  0.36
H -6.59424 -1.74208 2.33060  0.49
H -6.71362 -2.18425 3.98434  0.44
H -4.63643 -2.82027 0.46717  0.36
C 0.30547 -2.49552 -0.98955  0.17
C 0.84017 -3.88410 -0.78606  -0.76
O 1.21384 -4.02778 0.58123  -0.41
O 1.06616 -1.52940 -0.19527  0.24
H -0.78219 -2.49208 -0.83349  0.12
H 0.40564 -2.25193 -2.06038  0.24
H 1.77398 -3.90167 -1.45651  0.19
H 0.16813 -4.63873 -1.21140  0.49
H 1.28432 -4.92445 0.89673  0.26
H 0.80706 -0.58536 -0.16238  0.29
C 3.41280 4.76380 -2.66723  -0.37
C 3.10104 3.38814 -2.14325  -0.53
O 2.75699 3.36596 -0.73579  -0.47
O 2.24044 5.62440 -2.89764  -0.61
H 4.07778 4.76141 -3.52935  0.42
H 4.00748 5.32465 -1.93342  0.30
H 4.04778 2.93243 -2.28237  0.45
H 2.40273 2.77823 -2.76694  0.23
H 1.96514 3.88771 -0.71284  0.13
H 2.62362 6.50014 -3.14675  0.21
C -0.70985 4.45643 0.16400  -0.26
C -0.22193 4.94457 -1.21799  -0.14
O 0.36861 6.21647 -1.05325  -0.57
O 0.44022 4.10116 0.91204  -0.38
H -1.25649 3.51174 0.06655  0.14
H -1.40783 5.13517 0.68937  0.32
H -1.03931 4.93941 -1.95980  0.27
H 0.52848 4.22317 -1.53593  0.04
H 1.17542 6.28303 -1.64475  0.56
H 0.82052 4.84192 1.32431  0.25
C -2.49948 -0.66553 -5.33409  -0.63
C -1.93706 -0.33565 -3.97794  -0.08
O -2.24086 -1.40807 -3.12401  -0.45
O -1.72359 -1.61703 -6.07888  -0.53
H -2.65936 0.21301 -6.02186  0.32
H -3.49545 -1.11345 -5.13466  0.33
H -2.30253 0.64518 -3.53461  0.24
H -0.86824 -0.12761 -3.92776  0.22
H -2.35917 -2.21709 -3.62227  0.28
H -2.25769 -2.29977 -6.57419  0.32



# C6H14Cl

A 2-piece molecular cluster, C6H14Cl overall (ωB97M-V/def2-TZVPD, OMol25).

Summary:
molar mass = 121.6 g/mol
total charge = 0
spin multiplicity = 2
HOMO (spin up / spin down) = -0.3852 / -0.3849 Eh
strongest force on any atom = 1.317 eV/A
ΔE to the lowest compared entry with this formula, charge and spin = 60.3 kJ/mol
calculated total energy = -697.1143 Ha
⟨S²⟩ = 0.75
gap between HOMO and LUMO (spin up / spin down) = 11.632 / 6.488 eV

Last column: Mulliken charge in e.
Element x y z (Å)
Cl -2.14433 2.80192 1.04639  -0.05
H 0.32038 0.85361 1.81762  0.23
C 1.09589 0.11537 1.53190  -0.24
H 1.93063 0.72434 1.14861  0.29
C 1.60170 -0.90117 2.53796  -1.21
C 0.45350 -0.66511 0.40665  -0.70
C -0.15652 0.28926 -0.58673  0.30
C -0.93768 -0.45301 -1.66212  -0.44
C -1.34908 0.66919 -2.57201  -1.13
H 2.19304 -0.39048 3.27690  0.38
H 0.81183 -1.46171 3.01848  0.32
H 2.26594 -1.50491 1.91626  0.30
H 1.13094 -1.34378 -0.13260  0.35
H -0.37552 -1.26072 0.79056  0.28
H -0.90127 0.97585 -0.10007  -0.72
H 0.59045 0.97131 -1.04370  0.38
H -0.35155 -1.28322 -2.06514  0.41
H -1.78698 -0.88405 -1.12222  0.28
H -1.92204 0.27740 -3.40134  0.40
H -2.00923 1.23352 -1.92168  0.26
H -0.46009 1.23639 -2.88372  0.30



# C3H7ClN3

C3H7ClN3 as an isolated structure (ωB97M-V/def2-TZVPD, OMol25).

Summary:
molar mass = 120.6 g/mol
total charge = +1
HOMO = -0.5504 Eh
strongest force on any atom = 4.572 eV/A
ΔE to the lowest compared entry with this formula, charge and spin = 171.9 kJ/mol
calculated total energy = -742.6656 Ha
gap between HOMO and LUMO = 11.273 eV

Last column: Mulliken charge in e.
Element x y z (Å)
C 2.57952 -0.49651 0.09421  0.50
C 0.66091 -0.28686 0.01213  0.39
C -1.22883 1.20634 0.08179  -1.02
N 2.74969 -1.71357 0.13878  -0.46
N -0.06683 -1.37796 -0.21031  -0.34
N 0.18399 0.90944 0.18757  -0.18
Cl 3.38218 0.98747 0.02654  -0.06
H -1.87040 0.88046 -0.83337  0.31
H -1.29152 2.30298 0.11180  0.29
H -1.65485 0.80027 0.96038  0.46
H 3.59095 -2.21647 0.09570  0.27
H 0.52162 -2.16092 -0.39647  0.27
H -1.04433 -1.28353 -0.61517  0.27
H 0.60897 1.74371 0.56858  0.28